P.
Below is a structure of composition C21H32BO3Ru, with properties calculated with wB97M-V/def2-TZVPD.

Results
- Orbital gap (spin up / spin down): 4.4447 / 6.3857 eV
- Net charge: -1
- Multiplicity: 5
- Molecular weight: 444.37 g/mol
- Highest occupied orbital energy (spin up / spin down): -1.7 / -3.6 eV

Atoms and positions in Å:
Ru  0.38  -0.74  -0.32
C  -1.38  -1.91  -0.11
C  -1.74  -1.02  -1.19
C  -1.10  -1.49  -2.37
H  -2.42  -0.17  -1.10
C  -0.33  -2.62  -2.03
C  -0.48  -2.88  -0.65
H  -0.07  -3.72  -0.07
H  -1.84  -1.96  0.89
H  -1.25  -1.06  -3.37
H  0.28  -3.21  -2.74
C  2.18  -0.26  1.07
C  1.65  -1.61  1.05
C  2.17  -2.23  -0.15
H  1.16  -2.12  1.89
C  2.96  -1.27  -0.86
C  2.94  -0.05  -0.12
H  3.46  0.86  -0.38
H  2.11  0.43  1.91
H  2.07  -3.28  -0.41
H  3.50  -1.46  -1.78
O  -0.07  1.20  -0.97
C  2.15  0.70  -4.26
C  0.91  1.55  -3.87
C  1.83  -0.75  -4.50
C  3.37  1.18  -3.55
C  0.06  1.63  -2.48
H  0.14  1.48  -4.67
H  1.14  2.61  -4.12
H  0.24  2.69  -2.19
H  -1.00  1.51  -2.84
H  2.29  -1.22  -5.37
H  0.74  -0.91  -4.53
H  2.09  -1.33  -3.59
H  4.18  1.55  -4.16
H  3.80  0.38  -2.85
H  3.10  1.95  -2.79
C  -0.73  1.75  4.39
C  -1.04  0.71  3.34
C  -0.94  -0.67  4.00
O  -0.03  0.79  2.32
B  -0.64  0.34  1.16
O  -2.02  0.52  1.19
C  -2.38  0.92  2.53
C  -3.55  0.07  2.98
C  -2.82  2.37  2.47
H  -0.76  2.77  3.98
H  0.26  1.57  4.81
H  -1.47  1.67  5.20
H  0.08  -0.80  4.40
H  -1.64  -0.74  4.85
H  -1.14  -1.50  3.31
H  -3.83  0.33  4.01
H  -4.41  0.26  2.33
H  -3.32  -1.01  2.94
H  -2.00  3.03  2.18
H  -3.63  2.48  1.75
H  -3.21  2.68  3.45

The molecule's Mulliken atomic charges, reported in e, are given here:
1 Ru -0.524
2 C -0.821
3 C -0.493
4 C -0.197
5 H 0.314
6 C -0.539
7 C -0.792
8 H 0.584
9 H 0.639
10 H 0.559
11 H 0.377
12 C -0.632
13 C -0.800
14 C -0.836
15 H 0.493
16 C -0.377
17 C -0.585
18 H 0.400
19 H 0.552
20 H 0.522
21 H 0.843
22 O -0.368
23 C 0.560
24 C -1.169
25 C -0.713
26 C -0.994
27 C -0.591
28 H 0.523
29 H 0.530
30 H 0.287
31 H 0.210
32 H 0.456
33 H 0.119
34 H -0.140
35 H 0.427
36 H 0.082
37 H 0.232
38 C -1.906
39 C 1.841
40 C -1.916
41 O -0.286
42 B 1.125
43 O -0.204
44 C 1.693
45 C -1.919
46 C -2.163
47 H 0.343
48 H 0.468
49 H 0.355
50 H 0.437
51 H 0.414
52 H 0.213
53 H 0.392
54 H 0.429
55 H 0.318
56 H 0.335
57 H 0.512
58 H 0.382

Q.
Below is a structure of composition C21H32BO3Ru, with properties calculated with wB97M-V/def2-TZVPD.

Results
- Orbital gap (spin up / spin down): 4.1342 / 5.8531 eV
- Net charge: -1
- Multiplicity: 5
- Molecular weight: 444.37 g/mol
- Highest occupied orbital energy (spin up / spin down): -1.3 / -3.0 eV

Atoms and positions in Å:
Ru  0.00  0.00  0.00
C  1.82  0.20  1.48
C  2.29  -0.63  0.44
C  2.33  0.12  -0.74
H  2.51  -1.68  0.54
C  1.87  1.42  -0.45
C  1.59  1.47  0.93
H  1.24  2.34  1.47
H  1.66  -0.10  2.50
H  2.61  -0.25  -1.71
H  1.78  2.23  -1.16
C  -2.15  0.08  1.09
C  -1.45  1.23  1.47
C  -1.24  2.01  0.31
H  -1.12  1.46  2.47
C  -1.78  1.33  -0.79
C  -2.34  0.13  -0.31
H  -2.79  -0.65  -0.90
H  -2.41  -0.74  1.73
H  -0.73  2.96  0.27
H  -1.79  1.69  -1.80
O  -0.08  -0.98  -2.00
C  -0.20  -0.63  -3.44
C  0.49  -1.95  -3.81
C  0.55  0.64  -3.77
C  -1.65  -0.57  -3.85
C  0.40  -2.32  -2.33
H  1.51  -1.82  -4.17
H  -0.06  -2.59  -4.49
H  -0.33  -3.07  -2.06
H  1.34  -2.54  -1.82
H  0.54  0.80  -4.84
H  1.59  0.58  -3.44
H  0.09  1.50  -3.28
H  -1.75  -0.85  -4.89
H  -2.07  0.43  -3.72
H  -2.24  -1.26  -3.25
C  -1.44  -3.17  4.72
C  -0.61  -2.33  3.71
C  -0.64  -0.88  4.27
O  -1.21  -2.37  2.44
B  -0.07  -2.05  1.54
O  1.19  -2.49  2.17
C  0.83  -2.91  3.46
C  1.88  -2.42  4.49
C  0.86  -4.45  3.45
H  -1.59  -4.21  4.37
H  -2.45  -2.73  4.84
H  -0.94  -3.18  5.71
H  -1.69  -0.51  4.34
H  -0.19  -0.82  5.28
H  -0.11  -0.17  3.63
H  1.60  -2.74  5.52
H  2.88  -2.83  4.25
H  1.98  -1.32  4.48
H  0.14  -4.86  2.72
H  1.88  -4.81  3.17
H  0.64  -4.87  4.46

The molecule's Mulliken atomic charges, reported in e, are given here:
1 Ru 0.632
2 C -0.495
3 C -0.629
4 C -0.650
5 H 0.410
6 C -0.514
7 C -1.054
8 H 0.581
9 H 0.555
10 H 0.630
11 H 0.411
12 C -0.076
13 C -0.849
14 C -0.963
15 H 0.426
16 C -0.247
17 C -1.136
18 H 0.346
19 H 0.851
20 H 0.538
21 H 0.647
22 O 0.518
23 C 1.505
24 C -0.723
25 C -1.704
26 C -1.716
27 C -0.767
28 H 0.319
29 H 0.338
30 H 0.302
31 H 0.167
32 H 0.460
33 H 0.345
34 H 0.144
35 H 0.450
36 H 0.333
37 H 0.355
38 C -1.938
39 C 2.094
40 C -1.411
41 O -0.751
42 B 0.051
43 O -0.503
44 C 1.498
45 C -1.839
46 C -1.997
47 H 0.362
48 H 0.485
49 H 0.275
50 H 0.459
51 H 0.388
52 H -0.120
53 H 0.364
54 H 0.396
55 H 0.317
56 H 0.322
57 H 0.455
58 H 0.351

Which structure is most stable, and how do the rest compare? From most to least stable: Q, P.

P.
Below is a structure of composition C19H18N2O4S2, with properties calculated with wB97M-V/def2-TZVPD.

Results
- Orbital gap: 7.3806 eV
- Molecular weight: 402.50 g/mol
- Highest occupied orbital energy: -7.3 eV

Atoms and positions in Å:
C  -5.88  -2.32  -0.70
C  -4.76  -1.28  -0.47
C  -3.52  -1.52  0.03
C  -2.68  -0.67  0.30
C  -2.98  0.53  -0.08
C  -4.31  0.96  -0.40
C  -5.28  -0.06  -0.55
H  -6.17  0.37  -1.24
H  -4.53  2.11  -0.74
C  -2.00  1.73  0.35
C  -2.39  3.09  1.07
S  -1.08  4.06  1.06
C  0.02  2.68  0.09
S  1.56  3.21  -0.25
N  -0.75  1.74  -0.24
C  -0.23  0.67  -0.75
C  0.56  -0.53  0.02
O  0.88  -1.47  -0.40
O  0.71  0.10  1.18
C  1.16  -0.87  2.29
H  0.84  -1.94  1.84
H  0.69  -0.52  3.31
C  2.72  -0.70  2.25
O  3.26  -0.29  3.31
N  3.31  -1.17  0.86
H  2.81  -1.65  0.33
C  4.73  -1.33  0.82
C  4.93  -0.13  -0.43
C  5.66  -0.40  -1.35
C  5.46  0.69  -2.23
C  4.41  1.49  -1.74
O  4.04  0.74  -0.67
H  3.87  2.29  -1.93
H  5.87  0.86  -3.25
H  6.47  -1.17  -1.62
H  5.19  -0.45  1.74
H  5.24  -2.10  0.49
H  -0.91  0.24  -1.25
H  0.61  1.18  -1.50
H  -3.37  3.28  1.62
H  -1.71  -1.00  0.93
H  -3.58  -2.57  0.51
H  -7.01  -2.07  -0.39
H  -5.72  -3.42  -0.30
H  -6.11  -2.40  -1.93

The molecule's Mulliken atomic charges, reported in e, are given here:
1 C -1.213
2 C 0.847
3 C -0.372
4 C 0.944
5 C 0.224
6 C -0.756
7 C -0.484
8 H 0.196
9 H 0.258
10 C -0.211
11 C -0.428
12 S -0.220
13 C 0.436
14 S -0.333
15 N 0.225
16 C -1.976
17 C 0.630
18 O -0.419
19 O -0.169
20 C -0.459
21 H 0.346
22 H 0.290
23 C 0.496
24 O -0.595
25 N 0.075
26 H 0.203
27 C -0.953
28 C 0.309
29 C -0.324
30 C -0.675
31 C -0.371
32 O 0.034
33 H 0.519
34 H 0.307
35 H 0.303
36 H 0.286
37 H 0.492
38 H 0.890
39 H 0.430
40 H 0.355
41 H -0.095
42 H 0.122
43 H 0.289
44 H 0.306
45 H 0.244

Q.
Below is an isolated molecule of C19H18N2O4S2, with properties calculated with wB97M-V/def2-TZVPD.

Results
- Orbital gap: 7.7305 eV
- SMILES: O=C(COC(=O)c1ccc(-c2nc3ccccc3s2)s1)NC[C@H]1CCCO1
- Molecular weight: 402.50 g/mol
- Highest occupied orbital energy: -8.3 eV

Atoms and positions in Å:
O  -0.20  1.57  -2.69
C  0.97  1.83  -2.51
C  1.45  2.50  -1.22
O  0.79  1.92  -0.11
C  0.88  0.58  -0.03
O  1.55  -0.08  -0.79
C  0.09  0.06  1.07
C  -0.03  -1.26  1.45
C  -0.88  -1.43  2.54
C  -1.41  -0.24  3.00
C  -2.31  -0.09  4.09
N  -2.74  -1.06  4.81
C  -3.58  -0.65  5.79
C  -4.21  -1.48  6.72
C  -5.05  -0.90  7.66
C  -5.27  0.47  7.68
C  -4.66  1.31  6.77
C  -3.82  0.74  5.82
S  -2.91  1.52  4.56
S  -0.85  1.11  2.06
N  1.93  1.64  -3.43
C  1.70  0.83  -4.61
C  2.53  -0.46  -4.52
C  2.27  -1.40  -5.71
C  3.68  -1.76  -6.19
C  4.47  -0.52  -5.77
O  3.92  -0.14  -4.52
H  2.54  2.40  -1.10
H  1.16  3.56  -1.21
H  0.49  -2.05  0.94
H  -1.11  -2.37  3.00
H  -4.03  -2.54  6.70
H  -5.54  -1.53  8.39
H  -5.93  0.89  8.42
H  -4.83  2.37  6.78
H  2.91  1.71  -3.17
H  1.99  1.40  -5.50
H  0.63  0.61  -4.65
H  2.31  -0.94  -3.56
H  1.69  -2.27  -5.42
H  1.73  -0.87  -6.50
H  3.73  -1.94  -7.26
H  4.05  -2.63  -5.66
H  5.53  -0.70  -5.62
H  4.34  0.29  -6.51

The molecule's Mulliken atomic charges, reported in e, are given here:
1 O -0.675
2 C 0.562
3 C -0.462
4 O -0.208
5 C 0.583
6 O -0.608
7 C 0.152
8 C -0.542
9 C -0.482
10 C 0.387
11 C 0.446
12 N -0.514
13 C -0.226
14 C -0.548
15 C -0.500
16 C -0.415
17 C -0.646
18 C 0.881
19 S -0.265
20 S -0.192
21 N -0.158
22 C -1.068
23 C 0.360
24 C -0.765
25 C -0.512
26 C -0.502
27 O -0.443
28 H 0.319
29 H 0.248
30 H 0.481
31 H 0.511
32 H 0.456
33 H 0.374
34 H 0.377
35 H 0.392
36 H 0.292
37 H 0.250
38 H 0.436
39 H 0.329
40 H 0.369
41 H 0.333
42 H 0.346
43 H 0.265
44 H 0.314
45 H 0.270

R.
Below is an isolated molecule of C19H18N2O4S2, with properties calculated with wB97M-V/def2-TZVPD.

Results
- Orbital gap: 8.6018 eV
- SMILES: COc1ccc(NS(=O)(=O)c2ccc(NC(=O)Cc3cccs3)cc2)cc1
- Molecular weight: 402.50 g/mol
- Highest occupied orbital energy: -8.2 eV

Atoms and positions in Å:
C  -0.89  -4.13  -0.06
O  -2.09  -3.65  -0.64
C  -2.60  -2.47  -0.21
C  -2.15  -1.78  0.91
C  -2.71  -0.55  1.24
C  -3.72  -0.01  0.46
N  -4.21  1.30  0.69
S  -3.70  2.42  -0.47
O  -3.91  3.71  0.12
O  -4.33  2.12  -1.71
C  -1.96  2.03  -0.54
C  -1.55  0.98  -1.33
C  -0.28  0.45  -1.17
C  0.57  1.00  -0.21
N  1.84  0.46  0.03
C  2.24  -0.82  -0.15
O  1.54  -1.71  -0.59
C  3.69  -1.08  0.29
C  4.58  0.10  0.14
C  4.99  0.98  1.10
C  5.80  2.02  0.60
C  5.98  1.93  -0.74
S  5.18  0.57  -1.42
C  0.17  2.11  0.53
C  -1.11  2.61  0.38
C  -4.20  -0.72  -0.63
C  -3.65  -1.94  -0.95
H  -0.63  -5.02  -0.63
H  -1.04  -4.39  0.99
H  -0.09  -3.39  -0.16
H  -1.34  -2.17  1.52
H  -2.33  -0.01  2.10
H  -4.00  1.66  1.61
H  -2.23  0.58  -2.07
H  0.04  -0.39  -1.76
H  2.49  1.07  0.51
H  3.65  -1.39  1.34
H  4.05  -1.92  -0.30
H  4.74  0.88  2.15
H  6.22  2.80  1.21
H  6.55  2.57  -1.38
H  0.85  2.55  1.25
H  -1.46  3.44  0.97
H  -4.99  -0.29  -1.22
H  -4.01  -2.50  -1.80

The molecule's Mulliken atomic charges, reported in e, are given here:
1 C -0.481
2 O -0.452
3 C 0.716
4 C -0.333
5 C -0.413
6 C -0.399
7 N -0.305
8 S 1.236
9 O -0.710
10 O -0.644
11 C -0.218
12 C -0.457
13 C -0.258
14 C 0.601
15 N 0.112
16 C 0.592
17 O -0.639
18 C -0.921
19 C 0.233
20 C -0.542
21 C -0.424
22 C -0.490
23 S -0.108
24 C -0.593
25 C -0.901
26 C -0.191
27 C -0.642
28 H 0.250
29 H 0.328
30 H 0.075
31 H 0.367
32 H 0.312
33 H 0.428
34 H 0.627
35 H 0.436
36 H 0.092
37 H 0.350
38 H 0.361
39 H 0.424
40 H 0.392
41 H 0.445
42 H 0.405
43 H 0.464
44 H 0.437
45 H 0.438

Which structure is most stable, and how do the rest compare? From most to least stable: Q, R, P.